# 1
{
  "formula": "C42H52CdO5P2",
  "method": "ωB97M-V/def2-TZVPD",
  "species": ["Cd", "C", "C", "C", "C", "C", "C", "C", "C", "C", "C", "C", "C", "H", "H", "H", "H", "H", "H", "H", "H", "H", "H", "H", "H", "H", "H", "H", "H", "H", "H", "C", "C", "C", "C", "C", "C", "P", "C", "C", "C", "C", "C", "C", "C", "C", "C", "C", "C", "C", "C", "C", "C", "C", "H", "H", "H", "H", "H", "H", "H", "H", "H", "H", "H", "H", "H", "H", "H", "H", "C", "O", "H", "H", "H", "O", "C", "C", "C", "O", "P", "O", "C", "C", "O", "C", "C", "H", "H", "H", "H", "H", "H", "H", "H", "H", "H", "H", "H", "H", "H", "H"],
  "xyz": [[-0.7918, -0.0145, -0.1344], [3.4610, -1.4601, -1.4472], [2.9688, -1.4151, -0.0218], [1.9523, -2.2643, 0.4274], [1.4160, -3.3947, -0.4169], [1.4846, -2.1215, 1.7420], [0.3690, -2.9993, 2.2483], [2.0713, -1.1985, 2.6120], [1.5467, -1.1184, 4.0246], [3.1514, -0.4110, 2.1870], [3.7949, 0.5360, 3.1735], [3.6049, -0.5352, 0.8684], [4.8111, 0.2129, 0.3507], [4.3780, -2.0507, -1.5436], [3.6839, -0.4573, -1.8137], [2.7180, -1.8795, -2.1153], [1.4863, -4.3337, 0.1356], [1.9795, -3.5296, -1.3352], [0.3644, -3.2248, -0.6611], [0.7470, -3.7408, 2.9594], [-0.1402, -3.5149, 1.4415], [-0.3833, -2.4095, 2.7751], [0.4929, -0.8293, 4.0353], [2.0836, -0.4025, 4.6399], [1.6097, -2.0920, 4.5166], [4.3507, -0.0123, 3.9386], [3.0449, 1.1366, 3.6884], [4.4820, 1.2348, 2.7066], [5.4942, -0.4684, -0.1589], [5.3789, 0.7014, 1.1356], [4.5281, 0.9736, -0.3812], [0.8143, 2.5095, 6.2573], [1.5971, 3.2236, 5.3652], [1.3409, 3.1594, 4.0007], [0.2990, 2.3757, 3.5189], [-0.4822, 1.6551, 4.4238], [-0.2309, 1.7249, 5.7825], [-0.0693, 2.1679, 1.7423], [1.0286, 3.4136, 0.9696], [2.3076, 2.9960, 0.6061], [3.2095, 3.8882, 0.0443], [2.8316, 5.2026, -0.1883], [1.5545, 5.6218, 0.1507], [0.6604, 4.7362, 0.7345], [-1.6996, 2.9873, 1.6284], [-1.9903, 4.0409, 2.4619], [-3.1973, 4.7559, 2.3488], [-4.1026, 4.3996, 1.3914], [-3.8558, 3.3051, 0.5300], [-4.8155, 2.9306, -0.4400], [-4.5960, 1.8499, -1.2409], [-3.4080, 1.0992, -1.0982], [-2.4276, 1.4325, -0.1915], [-2.6451, 2.5658, 0.6410], [1.0149, 2.5617, 7.3196], [2.4107, 3.8394, 5.7277], [1.9576, 3.7259, 3.3133], [-1.2978, 1.0397, 4.0580], [-0.8474, 1.1642, 6.4734], [2.5872, 1.9617, 0.7591], [4.2033, 3.5537, -0.2232], [3.5289, 5.8975, -0.6390], [1.2503, 6.6433, -0.0393], [-0.3350, 5.0731, 0.9857], [-1.2772, 4.3416, 3.2202], [-3.3932, 5.5857, 3.0156], [-5.0337, 4.9439, 1.2810], [-5.7241, 3.5158, -0.5232], [-5.3326, 1.5558, -1.9797], [-3.2827, 0.2301, -1.7333], [-2.5766, -2.2652, 0.6276], [-1.4147, -2.0076, -0.1018], [-3.2097, -1.3764, 0.7848], [-2.3594, -2.6831, 1.6244], [-3.2015, -3.0086, 0.1059], [-0.0544, 3.0474, -2.2735], [0.3294, 2.1455, -1.7215], [2.1363, -1.9366, -5.3724], [1.0883, -2.8057, -4.7069], [-0.1462, -2.1110, -4.5092], [-0.3288, -1.0739, -3.2492], [-1.9469, -0.9966, -3.3035], [-2.7539, -2.1732, -3.0985], [-4.1133, -1.9240, -3.7104], [-0.0342, 0.3635, -3.9196], [-0.7270, 0.8303, -5.0929], [0.2107, 1.7099, -5.8879], [3.0566, -2.5043, -5.5187], [2.3657, -1.0632, -4.7615], [1.7829, -1.5915, -6.3449], [1.4422, -3.1985, -3.7474], [0.8411, -3.6579, -5.3404], [-2.8080, -2.3551, -2.0261], [-2.2694, -3.0294, -3.5712], [-4.5855, -1.0526, -3.2548], [-4.7599, -2.7872, -3.5478], [-4.0278, -1.7494, -4.7832], [-1.6090, 1.3809, -4.7641], [-1.0593, -0.0287, -5.6775], [0.6201, 2.4958, -5.2530], [-0.3236, 2.1798, -6.7144], [1.0380, 1.1280, -6.2957]],
  "relative_energy_kj_mol": 10.9,
  "total_charge": 0,
  "homo_ev": -7.7061,
  "homo_lumo_gap_ev": 8.2722,
  "max_force_ev_per_a": 0.5,
  "mol_weight_da": 811.23
}

# 2
{
  "formula": "C35H16Br2F15GeN2ORhS3",
  "method": "ωB97M-V/def2-TZVPD",
  "species": ["Rh", "C", "C", "N", "N", "C", "S", "S", "C", "C", "C", "C", "C", "C", "C", "C", "C", "C", "C", "C", "C", "O", "H", "H", "H", "H", "H", "H", "H", "H", "H", "H", "H", "H", "H", "H", "Br", "C", "Br", "H", "H", "F", "C", "C", "C", "F", "C", "F", "C", "F", "C", "F", "Ge", "S", "C", "C", "F", "C", "F", "C", "F", "C", "F", "C", "F", "C", "C", "F", "C", "F", "C", "F", "C", "F", "C", "F"],
  "xyz": [[-1.0190, -0.2165, 1.1647], [-0.4575, -3.3553, -2.0958], [-0.6336, -2.0419, -1.3818], [-0.8004, -1.9778, -0.0939], [-0.9328, -3.2205, 0.5199], [-1.2639, -3.1617, 1.7676], [-1.4498, -1.7472, 2.7559], [-1.4476, -4.7480, 2.5444], [-3.0398, -4.5605, 3.4251], [-4.2423, -4.7484, 2.5417], [-4.6519, -3.7250, 1.6880], [-5.7352, -3.9056, 0.8418], [-6.4266, -5.1111, 0.8391], [-6.0327, -6.1295, 1.6941], [-4.9441, -5.9478, 2.5375], [-0.7033, -0.8089, -2.1991], [-1.0242, -0.9499, -3.5577], [-1.1619, 0.1364, -4.3983], [-1.0049, 1.4200, -3.8818], [-0.6828, 1.5967, -2.5505], [-0.4949, 0.5025, -1.7025], [-0.0676, 0.7215, -0.4592], [-0.0426, -4.0993, -1.4278], [0.1860, -3.2290, -2.9630], [-1.4262, -3.7338, -2.4334], [-3.0488, -3.5829, 3.8993], [-2.9943, -5.3174, 4.2067], [-4.1216, -2.7782, 1.6937], [-6.0474, -3.1000, 0.1874], [-7.2749, -5.2510, 0.1811], [-6.5753, -7.0666, 1.7087], [-4.6359, -6.7492, 3.2009], [-1.2080, -1.9379, -3.9579], [-1.4080, -0.0125, -5.4412], [-1.1462, 2.2855, -4.5192], [-0.5713, 2.5883, -2.1287], [-3.4054, 0.9106, 1.2788], [-1.8533, 1.0920, 2.4380], [1.4518, 0.3501, 3.7582], [-2.1067, 0.7530, 3.4360], [-1.4852, 2.1126, 2.4494], [5.0697, 0.9026, -0.0535], [4.7830, 1.5667, 1.0745], [3.5002, 2.0093, 1.3489], [3.3442, 2.7144, 2.5337], [2.1456, 3.2233, 2.8679], [4.3825, 2.9707, 3.4059], [4.1880, 3.6705, 4.5218], [5.6433, 2.4953, 3.1000], [6.6574, 2.7245, 3.9236], [5.8472, 1.7927, 1.9283], [7.0655, 1.3461, 1.6303], [1.8820, 1.7283, 0.2266], [1.1430, -0.0086, 1.6160], [2.4731, 1.0917, -1.5217], [2.4496, 1.8218, -2.6952], [2.0194, 3.0908, -2.7290], [2.8590, 1.2871, -3.9044], [2.7874, 2.0110, -5.0196], [3.3282, -0.0087, -3.9548], [3.7255, -0.5291, -5.1080], [3.3790, -0.7680, -2.7986], [3.8325, -2.0182, -2.8420], [2.9422, -0.2094, -1.6182], [2.9691, -0.9894, -0.5279], [1.1582, 3.5505, 0.0739], [2.0719, 4.5867, -0.1027], [3.3797, 4.3350, -0.2467], [1.7051, 5.9127, -0.2038], [2.6227, 6.8617, -0.3681], [0.3667, 6.2514, -0.1528], [-0.0054, 7.5194, -0.2498], [-0.5777, 5.2562, -0.0167], [-1.8711, 5.5694, 0.0129], [-0.1742, 3.9363, 0.0868], [-1.1625, 3.0497, 0.1959]],
  "relative_energy_kj_mol": 0.0,
  "total_charge": 0,
  "homo_ev": -8.2274,
  "homo_lumo_gap_ev": 6.9566,
  "max_force_ev_per_a": 0.9,
  "mol_weight_da": 1197.02
}

# 3
{
  "formula": "C2H2O5S2",
  "method": "ωB97M-V/def2-TZVPD",
  "species": ["C", "C", "O", "O", "O", "O", "O", "S", "S", "H", "H"],
  "xyz": [[-2.9478, 0.0079, 0.0072], [-0.2043, 0.6148, -0.1953], [-3.2377, 0.4117, -1.0744], [-0.5956, -1.7076, -1.7420], [-3.3755, 0.3689, 1.1132], [-2.1585, -1.2116, 0.1385], [0.1836, -1.9554, 0.5219], [1.5936, 0.4617, 0.0695], [-0.6384, -1.0850, -0.3743], [-0.4914, 0.8404, 0.7674], [1.6134, -0.8570, 0.3360]],
  "relative_energy_kj_mol": 156.9,
  "total_charge": -2,
  "homo_ev": 0.0352,
  "homo_lumo_gap_ev": 5.5877,
  "max_force_ev_per_a": 3.3,
  "mol_weight_da": 170.17
}

# 4
{
  "formula": "C2H23O10",
  "method": "ωB97M-V/def2-TZVPD",
  "species": ["O", "H", "H", "H", "C", "O", "H", "H", "H", "C", "O", "H", "H", "H", "O", "H", "H", "O", "H", "H", "O", "H", "H", "O", "H", "H", "O", "H", "H", "O", "H", "H", "O", "H", "H"],
  "xyz": [[2.1644, 1.8413, 0.9725], [2.8044, 1.0913, 0.9925], [2.2674, 2.3203, 1.9285], [1.2124, 1.4063, 0.8355], [-0.1366, -0.3227, 0.3495], [-0.2666, 0.9743, -0.0155], [-1.1336, -0.8157, 0.4305], [0.2414, -0.4097, 1.3005], [0.5214, -0.7377, -0.3365], [3.6654, -1.0167, 1.0355], [4.1584, 0.2273, 0.9945], [4.6034, -1.7387, 0.8775], [2.9634, -0.8707, 0.2215], [2.9614, -1.3867, 1.9635], [-2.8286, 1.0543, 1.2795], [-1.8666, 0.9683, 1.1195], [-3.1906, 1.7793, 0.6205], [-4.6096, -1.7527, 0.2885], [-3.6216, -1.9537, 0.0135], [-4.8096, -1.1977, -0.4135], [-2.8676, -2.9697, -0.2005], [-2.7386, -2.9657, -1.2375], [-1.8816, -2.7197, -0.0025], [-0.3006, 2.1293, 2.4665], [-0.5366, 1.6923, 1.4835], [-0.6316, 3.0143, 2.2005], [2.7594, -0.9417, -2.2485], [2.6864, -0.5917, -1.3445], [2.3844, -0.0767, -2.4705], [-2.1616, 0.5613, -2.0125], [-1.6616, 0.7173, -1.3565], [-1.7786, -0.1407, -2.4195], [0.9044, 1.0283, -2.4855], [0.2544, 0.6853, -3.1605], [0.4684, 1.1173, -1.6685]],
  "relative_energy_kj_mol": 759.9,
  "total_charge": -1,
  "homo_ev": -4.2532,
  "homo_lumo_gap_ev": 6.6609,
  "max_force_ev_per_a": 10.5,
  "mol_weight_da": 207.20
}

# 5
{
  "formula": "C4H9NO2",
  "method": "ωB97M-V/def2-TZVPD",
  "species": ["C", "C", "C", "N", "C", "O", "O", "H", "H", "H", "H", "H", "H", "H", "H", "H"],
  "xyz": [[0.1429, 0.5310, -1.3342], [-0.9647, 0.1282, -0.4748], [-1.5387, 1.0463, 0.5543], [0.9164, -0.4627, -0.6180], [1.2740, -0.4722, 0.8191], [1.1349, -1.6177, -1.1509], [0.8866, -1.6952, 1.3186], [1.0208, -2.3062, 0.5041], [2.3709, -0.3495, 0.8716], [0.0975, 0.2469, -2.3819], [0.5094, 1.5479, -1.1941], [-1.4920, -0.7848, -0.6966], [0.7695, 0.3450, 1.3463], [-1.4758, 0.6391, 1.5658], [-2.5995, 1.1843, 0.3365], [-1.0521, 2.0196, 0.5341]],
  "relative_energy_kj_mol": 529.0,
  "total_charge": 0,
  "homo_ev": [-7.7802, -8.0244],
  "homo_lumo_gap_ev": [8.4347, 8.7273],
  "max_force_ev_per_a": 1.7,
  "mol_weight_da": 103.12
}

# 6
{
  "formula": "C3H2AgO3",
  "method": "ωB97M-V/def2-TZVPD",
  "species": ["O", "C", "O", "C", "C", "O", "H", "Ag", "H"],
  "xyz": [[-2.5123, 1.9018, 0.3596], [-2.1324, 0.9329, 0.7904], [0.8181, -0.5480, 1.4274], [1.2409, 0.0392, 0.4042], [0.7278, -0.1989, -0.9322], [-0.2764, -0.9632, -1.1442], [0.9487, 0.6276, -1.6400], [-1.1370, -1.6665, 0.8435], [2.3226, -0.1248, -0.1088]],
  "relative_energy_kj_mol": 10.3,
  "total_charge": 0,
  "homo_ev": [-7.4382, -8.8140],
  "homo_lumo_gap_ev": [6.4434, 7.7975],
  "max_force_ev_per_a": 4.4,
  "s2": 0.757,
  "mol_weight_da": 193.91,
  "spin_multiplicity": 2
}

# 7
{
  "formula": "C4H6O2",
  "method": "ωB97M-V/def2-TZVPD",
  "species": ["O", "C", "C", "C", "C", "O", "H", "H", "H", "H", "H", "H"],
  "xyz": [[-0.5396, -1.7080, -0.3607], [0.3882, -0.7060, -0.6387], [-0.1447, 0.6452, -0.9291], [0.5776, 0.3884, 0.3814], [-0.2098, 0.4767, 1.6380], [0.2714, 0.8280, 2.6909], [-1.0172, -1.8840, -1.1827], [1.3059, -1.0366, -1.1258], [0.2967, 1.3074, -1.6652], [-1.2284, 0.6761, -0.8452], [1.5925, 0.7615, 0.4880], [-1.2925, 0.2514, 1.5491]],
  "relative_energy_kj_mol": 166.3,
  "total_charge": 0,
  "homo_ev": -9.7784,
  "homo_lumo_gap_ev": 10.5099,
  "max_force_ev_per_a": 0.5,
  "mol_weight_da": 86.09,
  "smiles": "O=C[C@@H]1C[C@@H]1O"
}

# 8
{
  "formula": "C3H11NS2",
  "method": "ωB97M-V/def2-TZVPD",
  "species": ["C", "S", "S", "H", "H", "H", "H", "C", "N", "C", "H", "H", "H", "H", "H", "H", "H"],
  "xyz": [[-3.2212, -0.4406, -1.1418], [-3.1233, 0.8713, 0.0687], [-4.1765, 0.1685, 1.7033], [-2.4298, -0.2958, -1.8809], [-3.0150, -1.3848, -0.6788], [-4.1513, -0.4732, -1.6757], [-3.1009, -0.4063, 2.2560], [1.5898, 0.8157, -0.5596], [1.9712, 0.3196, 0.7329], [3.0819, -0.6117, 0.6696], [1.0448, 0.0791, -1.1641], [2.3690, 1.2235, -1.1679], [0.8258, 1.6004, -0.4629], [2.2132, 1.0860, 1.3447], [4.0069, -0.1454, 0.2902], [3.3159, -0.9847, 1.6702], [2.7996, -1.4216, -0.0039]],
  "relative_energy_kj_mol": 56.3,
  "total_charge": 0,
  "homo_ev": -8.8171,
  "homo_lumo_gap_ev": 9.4782,
  "max_force_ev_per_a": 1.8,
  "mol_weight_da": 125.26,
  "smiles": "CNC.CSS"
}